a:
Molecular formula: C3H5FS
Method: DFT, ωB97M-V/def2-TZVPD

LUMO level, eV: -0.93
Orbital gap, eV: 7.9
SMILES: C[C@H](F)C=S

CARTESIAN COORDINATES (ANGSTROEM)
C -0.1054 1.1942 0.2435
C 0.5846 -0.1227 -0.1098
C -0.4132 -1.2692 0.0948
H 0.4836 2.1933 0.3827
H -0.7879 1.5035 -0.4358
H -0.8133 0.7963 1.0612
H 1.6144 -0.2543 0.4830
H -0.8163 -1.6376 1.0204
F 1.1250 -0.3004 -1.3111
S -0.8714 -2.1031 -1.4288



b:
Molecular formula: C3H5FS
Method: DFT, ωB97M-V/def2-TZVPD

LUMO level, eV: -0.09
Orbital gap, eV: 8.7
SMILES: CC(=S)CF

CARTESIAN COORDINATES (ANGSTROEM)
C 0.2209 1.2611 0.0031
C 0.5710 -0.0355 0.0723
C -0.4747 -1.1799 0.0555
H -0.7110 1.0939 0.6255
H -0.3589 1.5344 -0.7830
H 1.3168 1.6964 0.1316
H -0.3925 -1.8655 -0.7011
H -0.6637 -1.7610 1.1051
F -1.6006 -0.2803 -0.3218
S 2.0925 -0.4636 -0.1872



Name the most stable of them. a.